The following is a quantum chemistry calculation of a cluster of 2 separate species, C4H11NPS in total, from the Open Molecules 2025 dataset.

Last columns: bonded neighbours and bond lengths (Å).
Cartesian coordinates (Å):
1 C 0.49977 2.39770 0.16281  H8 1.091, H9 1.091, H10 1.023
2 C -1.07823 -0.41846 -1.30028  N5 1.489, H11 1.051, H12 1.090, H13 1.148
3 C -0.69018 -1.70342 0.83847  N5 1.541, H14 1.111, H15 1.161, H16 1.095
4 C 0.65106 0.09625 0.36610  N5 1.399, P6 1.928, H17 1.133
5 N -0.65706 -0.33755 0.12578  C2 1.489, C3 1.541, C4 1.399, H18 0.938
6 P 2.03561 -0.43248 -0.86762  C4 1.928, S7 1.882
7 S 3.61419 -0.50656 0.15500  P6 1.882
8 H 1.48935 2.63062 -0.23382  C1 1.091
9 H -0.34080 2.74911 -0.43710  C1 1.091
10 H 0.28023 2.67988 1.12122  C1 1.023
11 H -2.12653 -0.48951 -1.29285  C2 1.051
12 H -0.64643 0.32214 -1.97294  C2 1.090
13 H -0.50704 -1.26611 -1.82205  C2 1.148
14 H -0.17003 -1.59354 1.81349  C3 1.111
15 H -1.77633 -2.00027 1.12218  C3 1.161
16 H -0.23956 -2.44782 0.17411  C3 1.095
17 H 0.90355 0.07943 1.47004  C4 1.133
18 H -1.24157 0.24060 0.57744  N5 0.938

Total charge: +1
Total energy, hartree: -952.90147
LUMO level, eV: -5.26
HOMO level, eV: -12.7
Maximum force, eV/Å: 5.81
Energy above the lowest of the compared OMol25 structures with the same formula, charge and spin, kcal/mol: 87.4
M, g/mol: 136.2
HOMO-LUMO gap, eV: 7.4

These are the natural (NBO) partial charges, in e, on atoms 1 to 6: atom 1 (C): -0.45, atom 2 (C): -0.44, atom 3 (C): -0.43, atom 4 (C): -0.42, atom 5 (N): -0.40, atom 6 (P): 0.60

The following is a quantum chemistry calculation of a cluster of 2 separate species, C4H11NS in total, from the Open Molecules 2025 dataset.

Last columns: bonded neighbours and bond lengths (Å).
Cartesian coordinates (Å):
1 C 1.27447 0.27098 1.98134  N2 1.262, H4 1.085, H5 1.100
2 N 1.22440 -0.02059 3.20858  C1 1.262, C3 1.466
3 C 1.37760 -1.42463 3.60254  N2 1.466, H6 1.095, H7 1.089, H8 1.087
4 H 0.83101 1.21218 1.67269  C1 1.085
5 H 1.78068 -0.45423 1.32699  C1 1.100
6 H 1.97561 -1.97969 2.87280  C3 1.095
7 H 1.91364 -1.41737 4.55008  C3 1.089
8 H 0.36368 -1.81093 3.67156  C3 1.087
9 C -2.17861 1.40641 -3.08922  S10 1.816, H12 1.080, H13 1.090, H14 1.082
10 S -1.09796 1.40530 -1.62992  C9 1.816, C11 1.824
11 C -0.27808 -0.19330 -1.94539  S10 1.824, H15 1.094, H16 1.088, H17 1.082
12 H -2.75227 0.50425 -3.24349  C9 1.080
13 H -2.77355 2.32014 -3.07848  C9 1.090
14 H -1.52723 1.60434 -3.93073  C9 1.082
15 H 0.78360 0.01262 -1.77990  C11 1.094
16 H -0.32169 -0.51839 -2.98327  C11 1.088
17 H -0.59530 -0.91708 -1.20615  C11 1.082

Total charge: 0
Total energy, hartree: -611.88020
LUMO level, eV: 1.00
HOMO level, eV: -8.6
Maximum force, eV/Å: 1.69
Energy above the lowest of the compared OMol25 structures with the same formula, charge and spin, kcal/mol: 38.9
M, g/mol: 105.2
HOMO-LUMO gap, eV: 9.6
Structure (SMILES): C=NC.CSC

These are the natural (NBO) partial charges, in e, on atoms 1 to 6: atom 1 (C): -0.08, atom 2 (N): -0.39, atom 3 (C): -0.44, atom 4 (H): 0.19, atom 5 (H): 0.13, atom 6 (H): 0.17

The following is a quantum chemistry calculation of an isolated molecule of C4H11NS, from the Open Molecules 2025 dataset.

Last columns: bonded neighbours and bond lengths (Å).
Cartesian coordinates (Å):
1 C -0.92182 1.11673 -1.86816  C2 1.584, H7 1.156, H8 1.108, H9 1.300
2 C -1.10185 -0.27214 -1.12755  C1 1.584, C3 1.527, H10 1.139, H11 1.083
3 C -0.29291 -0.58335 0.12967  C2 1.527, S4 1.835, C5 1.528, H12 1.046
4 S 1.47256 -0.33014 -0.30065  C3 1.835, H13 1.549
5 C -0.60668 0.42306 1.23521  C3 1.528, N6 1.441, H14 1.126, H15 1.054
6 N -0.00971 -0.19438 2.39174  C5 1.441, H16 1.006, H17 1.102
7 H -1.18084 1.26369 -2.98467  C1 1.156
8 H -1.49857 1.82075 -1.23640  C1 1.108
9 H 0.23294 1.67701 -1.65881  C1 1.300
10 H -0.84598 -1.15063 -1.80631  C2 1.139
11 H -2.16961 -0.15447 -0.98974  C2 1.083
12 H -0.42166 -1.58328 0.40968  C3 1.046
13 H 1.30478 -1.36278 -1.44276  S4 1.549
14 H -1.73030 0.41700 1.16960  C5 1.126
15 H -0.13605 1.32961 0.97523  C5 1.054
16 H -0.56443 0.21362 3.12544  N6 1.006
17 H 1.05621 0.06650 2.29188  N6 1.102

Total charge: 0
Total energy, hartree: -611.84958
LUMO level, eV: 0.70
HOMO level, eV: -8.9
Maximum force, eV/Å: 4.20
Energy above the lowest of the compared OMol25 structures with the same formula, charge and spin, kcal/mol: 58.1
M, g/mol: 105.2
HOMO-LUMO gap, eV: 9.6
Structure (SMILES): CC[C@@H](S)CN

These are the natural (NBO) partial charges, in e, on atoms 1 to 6: atom 1 (C): -0.63, atom 2 (C): -0.43, atom 3 (C): -0.29, atom 4 (S): -0.10, atom 5 (C): -0.25, atom 6 (N): -0.85

The following is a quantum chemistry calculation of a cluster of 2 separate species, C4H11NS in total, from the Open Molecules 2025 dataset.

Last columns: bonded neighbours and bond lengths (Å).
Cartesian coordinates (Å):
1 C 1.93412 -0.31752 0.96441  N2 1.384, C6 1.586, H7 1.091, H8 1.111
2 N 2.51620 -0.33255 -0.29108  C1 1.384, C3 1.412
3 C 1.51239 -0.45695 -1.27559  N2 1.412, H9 1.108, H10 1.079, H11 1.088
4 C -3.57311 -0.05634 -0.55621  S5 1.801, H12 1.087, H13 1.091, H14 1.093
5 S -1.83152 -0.39860 -0.25344  C4 1.801
6 C 1.01243 0.93658 1.27025  C1 1.586, H15 1.082, H16 1.086, H17 1.082
7 H 2.65082 -0.39777 1.78267  C1 1.091
8 H 1.25927 -1.18821 1.10511  C1 1.111
9 H 1.29816 0.54500 -1.69735  C3 1.108
10 H 1.92618 -0.97578 -2.12625  C3 1.079
11 H 0.57732 -0.90731 -0.94792  C3 1.088
12 H -4.01463 0.58415 0.20275  C4 1.087
13 H -3.71744 0.36459 -1.55238  C4 1.091
14 H -4.09406 -1.01756 -0.57468  C4 1.093
15 H 0.15761 0.53318 1.79651  C6 1.082
16 H 0.70242 1.46814 0.37516  C6 1.086
17 H 1.68383 1.61696 1.77805  C6 1.082

Total charge: 0
Total energy, hartree: -611.72887
LUMO level, eV: -3.45
HOMO level, eV: -7.1
Maximum force, eV/Å: 1.29
Energy above the lowest of the compared OMol25 structures with the same formula, charge and spin, kcal/mol: 133.8
M, g/mol: 105.2
HOMO-LUMO gap, eV: 3.6

These are the natural (NBO) partial charges, in e, on atoms 1 to 6: atom 1 (C): -0.31, atom 2 (N): -0.08, atom 3 (C): -0.52, atom 4 (C): -0.77, atom 5 (S): -0.28, atom 6 (C): -0.57

The following is a quantum chemistry calculation of an isolated molecule of C4H11NS, from the Open Molecules 2025 dataset.

Last columns: bonded neighbours and bond lengths (Å).
Cartesian coordinates (Å):
1 C -0.65444 0.27346 2.97896  C2 1.527, H7 1.090, H8 1.093, H9 1.084
2 C 0.42256 -0.25262 2.03297  C1 1.527, S3 1.833, H10 1.087, H11 1.090
3 S 0.78393 0.96302 0.70972  C2 1.833, C4 1.871
4 C 0.56079 -0.07725 -0.82962  S3 1.871, N5 1.442, H12 1.095, H13 1.095
5 N 0.09528 0.75416 -1.91214  C4 1.442, C6 1.462, H14 1.016
6 C -0.36892 -0.12180 -2.98616  N5 1.462, H15 1.089, H16 1.097, H17 1.097
7 H -0.25546 1.15544 3.48072  C1 1.090
8 H -1.44465 0.72298 2.37215  C1 1.093
9 H -1.01557 -0.46138 3.68976  C1 1.084
10 H 1.38093 -0.41510 2.51884  C2 1.087
11 H 0.14974 -1.19635 1.56051  C2 1.090
12 H 1.40389 -0.75730 -0.98720  C4 1.095
13 H -0.22783 -0.76453 -0.50643  C4 1.095
14 H 0.86165 1.29789 -2.29824  N5 1.016
15 H -0.57435 0.43457 -3.89930  C6 1.089
16 H 0.22272 -1.01367 -3.22746  C6 1.097
17 H -1.34028 -0.54152 -2.69707  C6 1.097

Total charge: 0
Total energy, hartree: -611.91088
LUMO level, eV: 1.02
HOMO level, eV: -8.4
Maximum force, eV/Å: 1.99
Energy above the lowest of the compared OMol25 structures with the same formula, charge and spin, kcal/mol: 19.6
M, g/mol: 105.2
HOMO-LUMO gap, eV: 9.4
Structure (SMILES): CCSCNC

These are the natural (NBO) partial charges, in e, on atoms 1 to 6: atom 1 (C): -0.62, atom 2 (C): -0.51, atom 3 (S): 0.14, atom 4 (C): -0.32, atom 5 (N): -0.61, atom 6 (C): -0.42

The following is a quantum chemistry calculation of a cluster of 2 separate species, C4H11NS in total, from the Open Molecules 2025 dataset.

Last columns: bonded neighbours and bond lengths (Å).
Cartesian coordinates (Å):
1 C -2.50082 0.19224 1.85413  C2 1.352, H4 1.098, H5 1.085
2 C -3.28807 0.89615 1.00939  C1 1.352, N3 1.387, H6 1.098
3 N -2.84793 1.60522 -0.09783  C2 1.387, H7 0.999, H8 1.000
4 H -1.42022 0.36536 1.77080  C1 1.098
5 H -2.81787 -0.77642 2.22722  C1 1.085
6 H -4.36438 0.94387 1.22134  C2 1.098
7 H -1.91135 1.62263 -0.44570  N3 0.999
8 H -3.64219 1.86438 -0.64676  N3 1.000
9 C 1.80268 -2.03894 -0.17473  S10 1.812, H12 1.106, H13 1.096, H14 1.087
10 S 2.63222 -0.47547 -0.56194  C9 1.812, C11 1.831
11 C 1.17489 0.50607 -1.07858  S10 1.831, H15 1.115, H16 1.076, H17 1.100
12 H 0.79223 -2.02205 -0.62316  C9 1.106
13 H 1.72029 -2.23710 0.90008  C9 1.096
14 H 2.33936 -2.77626 -0.76569  C9 1.087
15 H 1.56240 1.54906 -1.15213  C11 1.115
16 H 0.63285 0.37283 -1.99884  C11 1.076
17 H 0.47939 0.80159 -0.27937  C11 1.100

Total charge: 0
Total energy, hartree: -611.86904
LUMO level, eV: 0.86
HOMO level, eV: -8.0
Maximum force, eV/Å: 3.10
Energy above the lowest of the compared OMol25 structures with the same formula, charge and spin, kcal/mol: 45.9
M, g/mol: 105.2
HOMO-LUMO gap, eV: 8.8
Structure (SMILES): C=CN.CSC

These are the natural (NBO) partial charges, in e, on atoms 1 to 6: atom 1 (C): -0.58, atom 2 (C): 0.04, atom 3 (N): -0.83, atom 4 (H): 0.18, atom 5 (H): 0.21, atom 6 (H): 0.19

The following is a quantum chemistry calculation of a cluster of 3 separate species, C4H11NS in total, from the Open Molecules 2025 dataset.

Last columns: bonded neighbours and bond lengths (Å).
Cartesian coordinates (Å):
1 C 0.80452 1.75456 -0.85526  C2 1.299, C4 1.511
2 C 0.22309 2.09286 0.25650  C1 1.299, H9 1.096, H10 1.162
3 S -2.29588 -1.21479 0.80766  H11 1.312
4 C 0.79574 0.34484 -1.39905  C1 1.511, N5 1.556, H12 1.052, H13 1.132
5 N 2.03733 -0.36582 -0.78725  C4 1.556, C6 1.517, H14 1.046
6 C 1.82316 -0.86592 0.62849  N5 1.517, H15 1.098, H16 1.075, H17 1.158
7 H -2.67659 0.89944 -0.52572  H8 0.768
8 H -2.38881 0.94926 -1.23590  H7 0.768
9 H 0.39692 2.97404 0.88533  C2 1.096
10 H -0.51289 1.33838 0.74623  C2 1.162
11 H -2.75956 -1.69068 1.93909  S3 1.312
12 H -0.06688 -0.14648 -1.04989  C4 1.052
13 H 0.87743 0.29855 -2.52714  C4 1.132
14 H 2.55642 0.48362 -0.46657  N5 1.046
15 H 0.80194 -1.26170 0.70347  C6 1.098
16 H 1.82472 -0.09277 1.37586  C6 1.075
17 H 2.54098 -1.71242 0.95938  C6 1.158

Total charge: 0
Total energy, hartree: -611.62435
LUMO level, eV: -4.10
HOMO level, eV: -7.9
Maximum force, eV/Å: 4.75
Energy above the lowest of the compared OMol25 structures with the same formula, charge and spin, kcal/mol: 199.4
M, g/mol: 105.2
HOMO-LUMO gap, eV: 3.8

These are the natural (NBO) partial charges, in e, on atoms 1 to 6: atom 1 (C): 0.29, atom 2 (C): -0.54, atom 3 (S): -0.49, atom 4 (C): -0.34, atom 5 (N): -0.58, atom 6 (C): -0.46

The following is a quantum chemistry calculation of a cluster of 2 separate species, C4H11NS in total, from the Open Molecules 2025 dataset.

Last columns: bonded neighbours and bond lengths (Å).
Cartesian coordinates (Å):
1 C 3.36173 1.58164 0.34965  C2 1.328, H4 1.098, H5 1.084
2 C 3.50565 1.26504 -0.93219  C1 1.328, N3 1.379, H6 1.074
3 N 2.58741 0.71615 -1.80168  C2 1.379, H7 1.009, H8 1.006
4 H 2.40932 1.47568 0.88523  C1 1.098
5 H 4.13491 1.80796 1.07473  C1 1.084
6 H 4.44097 1.48265 -1.41230  C2 1.074
7 H 1.69033 0.45532 -1.42016  N3 1.009
8 H 2.53411 1.12104 -2.72082  N3 1.006
9 C -3.33760 -0.03309 0.08146  S10 1.802, H12 1.083, H13 1.087, H14 1.094
10 S -1.67749 -0.41576 0.66779  C9 1.802, C11 1.833
11 C -1.87691 -2.22038 0.91617  S10 1.833, H15 1.099, H16 1.086, H17 1.082
12 H -3.55919 1.00638 0.29120  C9 1.083
13 H -4.10062 -0.64387 0.55738  C9 1.087
14 H -3.41873 -0.29301 -0.97792  C9 1.094
15 H -0.83271 -2.55995 0.87809  C11 1.099
16 H -2.10816 -2.38773 1.96442  C11 1.086
17 H -2.55371 -2.68733 0.21293  C11 1.082

Total charge: 0
Total energy, hartree: -611.89711
LUMO level, eV: 1.00
HOMO level, eV: -8.2
Maximum force, eV/Å: 1.96
Energy above the lowest of the compared OMol25 structures with the same formula, charge and spin, kcal/mol: 28.2
M, g/mol: 105.2
HOMO-LUMO gap, eV: 9.2
Structure (SMILES): C=CN.CSC

These are the natural (NBO) partial charges, in e, on atoms 1 to 6: atom 1 (C): -0.52, atom 2 (C): 0.01, atom 3 (N): -0.82, atom 4 (H): 0.18, atom 5 (H): 0.21, atom 6 (H): 0.18

The following is a quantum chemistry calculation of an isolated molecule of C4H11NS, from the Open Molecules 2025 dataset.

Last columns: bonded neighbours and bond lengths (Å).
Cartesian coordinates (Å):
1 C -0.38730 -0.16578 2.62139  C2 1.524, H7 1.088, H8 1.094, H9 1.095
2 C 0.18950 -0.00112 1.22028  C1 1.524, N3 1.486, C4 1.523, H10 1.093
3 N 1.33488 0.94481 1.18884  C2 1.486, H11 1.012, H12 1.016
4 C -0.84886 0.42550 0.19170  C2 1.523, C5 1.522, H13 1.094, H14 1.086
5 C -0.28759 0.63916 -1.20650  C4 1.522, S6 1.819, H15 1.080, H16 1.090
6 S 0.12820 -0.92382 -2.03855  C5 1.819, H17 1.326
7 H -0.92853 0.73006 2.91786  C1 1.088
8 H -1.07726 -1.01123 2.69520  C1 1.094
9 H 0.45733 -0.25366 3.31303  C1 1.095
10 H 0.62328 -0.94967 0.89298  C2 1.093
11 H 2.13858 0.51973 1.63276  N3 1.012
12 H 1.10633 1.78516 1.71298  N3 1.016
13 H -1.30337 1.35375 0.54883  C4 1.094
14 H -1.64226 -0.31525 0.14620  C4 1.086
15 H 0.60549 1.24100 -1.12822  C5 1.080
16 H -1.02637 1.15084 -1.82334  C5 1.090
17 H -0.98578 -1.03794 -2.74839  S6 1.326

Total charge: 0
Total energy, hartree: -611.94212
LUMO level, eV: 1.02
HOMO level, eV: -8.9
Maximum force, eV/Å: 0.79
Energy above the lowest of the compared OMol25 structures with the same formula, charge and spin, kcal/mol: 0.0
M, g/mol: 105.2
HOMO-LUMO gap, eV: 9.9
Structure (SMILES): C[C@H](N)CCS

These are the natural (NBO) partial charges, in e, on atoms 1 to 6: atom 1 (C): -0.62, atom 2 (C): -0.05, atom 3 (N): -0.85, atom 4 (C): -0.41, atom 5 (C): -0.51, atom 6 (S): -0.06

The following is a quantum chemistry calculation of the ion C4H11NS2 with charge -1, from the Open Molecules 2025 dataset.

Last columns: bonded neighbours and bond lengths (Å).
Cartesian coordinates (Å):
1 S -2.74088 -1.61069 -0.81679  S2 2.307, H8 1.343
2 S -2.48742 -1.04891 1.40596  S1 2.307, C3 1.828
3 C -1.93299 0.67500 1.15944  S2 1.828, C4 1.527, H9 1.089, H10 1.093
4 C -0.82177 0.91634 0.14015  C3 1.527, N5 1.455, H11 1.092, H12 1.106
5 N 0.25599 -0.05628 0.24055  C4 1.455, C6 1.452, H13 1.017
6 C 1.46955 0.44309 -0.38178  N5 1.452, C7 1.519, H14 1.103, H15 1.102
7 C 2.55975 -0.61266 -0.45699  C6 1.519, H16 1.091, H17 1.083, H18 1.087
8 H -1.64301 -2.37008 -0.96066  S1 1.343
9 H -1.53722 0.92531 2.14291  C3 1.089
10 H -2.79236 1.30027 0.90459  C3 1.093
11 H -0.42832 1.92538 0.27881  C4 1.092
12 H -1.25913 0.86067 -0.87369  C4 1.106
13 H -0.01052 -0.86437 -0.31719  N5 1.017
14 H 1.26517 0.87228 -1.37725  C6 1.103
15 H 1.76876 1.34419 0.17729  C6 1.102
16 H 2.93694 -0.77461 0.55402  C7 1.091
17 H 3.30497 -0.34454 -1.19627  C7 1.083
18 H 2.09251 -1.58038 -0.62311  C7 1.087

Total charge: -1
Total energy, hartree: -1010.11495
LUMO level (alpha / beta), eV: 3.65 / 3.61
HOMO level (alpha / beta), eV: -0.5 / -3.5
Maximum force, eV/Å: 2.29
<S²>: 0.754
Energy above the lowest of the compared OMol25 structures with the same formula, charge and spin, kcal/mol: 2.8
M, g/mol: 137.3
Multiplicity: 2
HOMO-LUMO gap (alpha / beta), eV: 4.1 / 7.1

These are the natural (NBO) partial charges, in e, on atoms 1 to 6: atom 1 (S): -0.62, atom 2 (S): -0.27, atom 3 (C): -0.53, atom 4 (C): -0.24, atom 5 (N): -0.63, atom 6 (C): -0.20